Record 1
{
  "formula": "C18H16N6O",
  "method": "wB97M-V/def2-TZVPD",
  "gap_ev": 7.5,
  "e_homo_ev": -8.5,
  "de_lowest_kj_mol": 480.76,
  "smiles": "C/C(=C\\N=N\\c1nnc2c(n1)[nH]c1c(C)cccc12)Cc1ccco1",
  "total_charge": 0,
  "energy_ha": -1099.1731,
  "elements": ["C", "C", "C", "N", "N", "C", "N", "N", "C", "C", "N", "N", "C", "C", "C", "C", "C", "C", "C", "C", "C", "C", "C", "C", "O", "H", "H", "H", "H", "H", "H", "H", "H", "H", "H", "H", "H", "H", "H", "H", "H"],
  "coordinates": [[-2.6453, -3.5286, 1.6476], [-2.7434, -3.2552, 0.1818], [-1.8956, -2.3574, -0.4503], [-0.9425, -1.6021, 0.1841], [-0.3978, -0.7641, -0.5881], [0.5841, 0.0683, -0.1099], [1.0252, 0.0218, 1.1966], [2.0247, 0.7842, 1.7257], [2.6094, 1.5437, 0.7973], [2.1316, 1.6511, -0.4986], [1.0970, 0.9655, -0.9876], [2.9847, 2.5317, -1.1593], [3.9721, 3.0247, -0.3427], [5.1014, 3.8548, -0.4910], [5.3041, 4.5262, -1.8173], [5.8855, 4.1421, 0.6729], [5.5891, 3.5456, 1.9343], [4.5309, 2.6732, 2.0233], [3.7567, 2.4523, 0.8977], [-3.8122, -4.0079, -0.6400], [-5.2185, -3.4665, -0.4606], [-5.9955, -2.9634, -1.4392], [-7.2006, -2.3947, -0.9016], [-7.1054, -2.6361, 0.4602], [-5.9447, -3.3353, 0.7353], [-2.1604, -2.7140, 2.1703], [-3.6430, -3.6278, 2.0758], [-2.0653, -4.4206, 1.8582], [-2.0766, -2.1553, -1.4974], [2.8966, 2.7793, -2.1373], [4.9697, 5.5784, -1.8706], [4.7640, 3.9912, -2.5846], [6.3601, 4.4971, -2.1641], [6.7142, 4.8639, 0.5969], [6.1999, 3.7719, 2.8271], [4.3362, 2.1090, 2.9333], [-3.8657, -5.1003, -0.3677], [-3.5520, -3.9574, -1.6902], [-5.7257, -2.8952, -2.5036], [-8.0152, -1.8592, -1.4183], [-7.8317, -2.3345, 1.2016]],
  "forces_ev_per_angstrom": [[-0.3, 0.4, 0.1], [1.3, 0.9, -0.8], [-2.4, -1.6, 0.0], [1.1, 1.0, 0.4], [-1.5, -1.3, -0.7], [3.1, 2.4, 2.7], [-0.3, -0.4, 0.4], [-1.4, -0.8, -2.7], [0.6, 0.5, 1.5], [-0.2, -0.4, -1.2], [0.5, 0.0, -0.1], [-1.1, 0.1, -2.2], [0.9, -0.2, 1.6], [-0.1, 0.8, 0.6], [1.0, 0.3, -0.5], [-1.0, -0.5, -0.4], [0.8, 0.7, -0.6], [0.3, -0.2, 0.2], [-0.7, -1.3, 1.7], [-0.2, -0.6, 1.8], [-1.3, 0.7, -0.1], [-0.2, 0.8, -1.7], [0.3, -0.4, 1.7], [0.2, 0.0, -2.5], [0.5, 0.4, -0.1], [0.2, 0.2, 0.0], [0.0, -0.2, 0.0], [0.0, -0.4, -0.1], [0.2, 0.0, -0.3], [-0.2, -0.2, 0.3], [0.1, -0.4, 0.3], [-0.3, -0.1, -0.3], [-0.5, 0.1, 0.4], [-0.4, -0.5, -0.1], [-0.3, -0.1, -0.7], [-0.1, 0.3, -0.1], [0.5, 0.9, -0.1], [-0.2, 0.1, -0.2], [0.0, -0.2, 0.7], [0.7, -0.5, 0.4], [0.6, -0.5, 0.5]],
  "lowdin_charge": [-0.045, -0.198, -0.108, 0.047, 0.055, -0.374, 0.071, 0.126, -0.170, -0.231, 0.201, 0.155, -0.166, -0.192, -0.054, -0.017, -0.085, -0.034, -0.119, -0.075, -0.243, -0.066, -0.058, -0.101, 0.004, 0.074, 0.079, 0.089, 0.105, 0.157, 0.091, 0.055, 0.091, 0.113, 0.109, 0.120, 0.142, 0.110, 0.119, 0.109, 0.114]
}

Record 2
{
  "formula": "C19H25AuN3O4S",
  "method": "wB97M-V/def2-TZVPD",
  "gap_ev": [3.7, 3.7],
  "e_homo_ev": [-10.7, -10.7],
  "de_lowest_kj_mol": 159.88,
  "total_charge": 1,
  "energy_ha": -1737.7632,
  "elements": ["Au", "N", "C", "C", "C", "O", "O", "H", "H", "H", "H", "H", "H", "C", "N", "C", "C", "C", "N", "C", "C", "O", "H", "H", "H", "H", "H", "H", "H", "H", "H", "H", "H", "H", "C", "C", "O", "S", "C", "C", "C", "C", "C", "C", "C", "C", "H", "H", "H", "H", "H", "H", "H"],
  "coordinates": [[-0.1640, -0.6227, -0.6906], [0.0990, -0.4367, 1.5223], [-1.0910, -0.8294, 2.3019], [-1.7867, -2.0475, 1.7024], [-2.6896, -1.6411, 0.5444], [-3.8775, -1.8336, 0.5529], [-2.1020, -0.9963, -0.4573], [0.9324, -0.9420, 1.7994], [0.2604, 0.5678, 1.5534], [-1.7630, 0.0286, 2.3064], [-0.7909, -1.0196, 3.3342], [-2.4088, -2.5344, 2.4508], [-1.0388, -2.7686, 1.3620], [-3.4292, 2.0820, 0.5809], [-2.6820, 2.8615, -0.3901], [-3.3707, 3.9261, -1.1045], [-2.8254, 4.0116, -2.5153], [-1.3377, 4.2791, -2.4391], [-0.6939, 3.3813, -1.4881], [0.7441, 3.2745, -1.6034], [-1.3546, 2.6524, -0.5441], [-0.7415, 1.8186, 0.1557], [-4.4398, 1.9298, 0.2058], [-3.4818, 2.5857, 1.5495], [-2.9635, 1.1105, 0.6973], [-3.2442, 4.8837, -0.5857], [-4.4344, 3.6929, -1.1051], [-3.3180, 4.8054, -3.0758], [-3.0136, 3.0662, -3.0283], [-1.1494, 5.3172, -2.1424], [-0.8669, 4.1312, -3.4141], [1.0260, 2.7374, -2.5145], [1.1402, 2.7481, -0.7415], [1.1827, 4.2740, -1.6456], [10.9315, -0.0844, -2.9318], [9.5170, -0.2235, -2.4525], [9.1639, -0.7661, -1.4562], [8.3505, 0.4888, -3.6860], [6.7756, 0.2711, -3.0099], [6.4980, 0.2389, -1.6245], [5.2109, 0.0916, -1.1982], [4.1385, -0.0186, -2.1293], [4.4295, 0.0566, -3.5227], [5.7156, 0.1997, -3.9466], [2.8395, -0.1948, -1.6946], [1.6789, -0.3534, -1.3059], [11.5819, 0.0357, -2.0686], [11.0520, 0.7481, -3.6224], [11.2034, -1.0079, -3.4462], [7.3005, 0.3327, -0.9108], [4.9815, 0.0698, -0.1421], [3.6146, -0.0162, -4.2290], [5.9425, 0.2407, -5.0034]],
  "forces_ev_per_angstrom": [[0.2, 0.5, 1.0], [0.0, 0.1, -1.0], [-0.3, 0.0, -0.2], [0.1, 0.0, 0.1], [-0.3, 0.1, -0.1], [0.3, 0.0, 0.1], [0.3, -0.1, -0.1], [0.1, -0.1, -0.1], [0.0, 0.1, 0.0], [0.0, 0.0, 0.0], [0.1, -0.1, -0.1], [0.0, 0.0, 0.0], [0.0, -0.1, 0.0], [0.0, 0.0, 0.0], [0.1, -0.1, 0.0], [0.0, 0.1, 0.0], [0.0, 0.0, 0.0], [0.0, 0.1, 0.0], [-0.2, -0.2, 0.2], [0.1, 0.0, 0.0], [-0.2, 0.6, -0.6], [0.2, -0.7, 0.3], [0.0, 0.0, 0.0], [0.0, 0.0, 0.0], [0.0, 0.0, 0.0], [0.0, 0.0, 0.0], [0.0, 0.0, 0.0], [0.0, 0.0, 0.0], [0.0, 0.0, 0.0], [0.0, 0.0, 0.0], [0.0, 0.0, 0.0], [0.0, 0.0, 0.0], [0.0, 0.0, 0.0], [0.0, 0.0, 0.0], [0.0, 0.0, 0.0], [-0.3, 0.2, -0.7], [0.0, -0.1, 0.3], [0.9, 0.1, 0.1], [-1.0, -0.1, 0.3], [0.6, 0.2, -0.8], [-1.2, -0.3, -0.4], [2.0, 0.2, -0.8], [-0.7, 0.0, 1.1], [1.0, 0.0, 0.3], [-2.4, 0.2, 1.0], [0.7, -0.4, -0.1], [0.0, 0.0, 0.0], [0.0, 0.0, 0.0], [0.0, 0.0, 0.0], [-0.1, 0.0, 0.0], [0.0, 0.0, 0.0], [0.0, 0.0, 0.0], [0.0, 0.0, 0.0]],
  "lowdin_charge": [1.208, 0.028, -0.188, -0.093, -0.616, 0.118, -0.195, 0.121, 0.091, 0.123, 0.137, 0.132, 0.122, -0.009, -0.071, -0.140, -0.144, -0.154, -0.078, -0.037, -0.465, -0.076, 0.101, 0.103, 0.050, 0.136, 0.126, 0.124, 0.127, 0.133, 0.128, 0.094, 0.076, 0.098, -0.065, -0.689, 0.055, 1.054, -0.510, -0.062, -0.004, -0.244, -0.012, -0.098, -0.111, -0.148, 0.095, 0.071, 0.099, 0.105, 0.121, 0.123, 0.108]
}

Record 3
{
  "formula": "C28H30CoIN4O4S",
  "method": "wB97M-V/def2-TZVPD",
  "gap_ev": [6.1, 5.6],
  "e_homo_ev": [-13.5, -13.5],
  "total_charge": 2,
  "energy_ha": -3683.0970,
  "elements": ["Co", "C", "C", "N", "C", "C", "C", "O", "C", "C", "N", "C", "C", "C", "C", "C", "C", "I", "C", "O", "H", "H", "H", "H", "H", "H", "H", "H", "H", "H", "H", "H", "O", "C", "C", "C", "C", "N", "C", "C", "C", "C", "C", "C", "O", "C", "C", "N", "H", "H", "H", "H", "H", "H", "H", "H", "H", "H", "H", "H", "C", "S", "C", "H", "H", "H", "H", "H", "H"],
  "coordinates": [[-0.3568, -0.1791, -0.3887], [-2.4415, 2.8670, -2.8973], [-1.0131, 3.1473, -2.5749], [-0.5269, 4.3576, -2.7817], [0.7418, 4.6083, -2.4118], [1.5757, 3.7231, -1.7394], [2.9542, 4.1551, -1.3107], [3.1149, 4.0198, 0.0992], [1.0733, 2.4427, -1.4965], [1.8914, 1.4558, -0.8218], [1.5291, 0.2611, -0.4702], [2.5956, -0.6099, 0.0151], [3.9424, -0.3514, -0.2361], [4.9261, -1.1899, 0.2613], [4.5903, -2.3179, 0.9948], [3.2567, -2.6242, 1.2093], [2.2906, -1.7719, 0.7020], [0.3212, -2.2534, 0.9713], [-0.2081, 2.1170, -1.9830], [-0.6797, 0.9130, -1.8995], [-2.8232, 3.6271, -3.5731], [-3.0307, 2.8981, -1.9742], [-2.5713, 1.8767, -3.3302], [1.1187, 5.5929, -2.6671], [3.1505, 5.1699, -1.6551], [3.7087, 3.5178, -1.7772], [2.9540, 4.8654, 0.5286], [2.9007, 1.7728, -0.5950], [4.2477, 0.4803, -0.8542], [5.9631, -0.9685, 0.0500], [5.3610, -2.9737, 1.3765], [2.9804, -3.5190, 1.7509], [-6.9791, -0.8941, 0.3135], [-6.2769, -1.8211, -0.4782], [-4.8248, -1.4330, -0.4747], [-3.9056, -2.1089, -1.2751], [-2.5806, -1.7422, -1.2401], [-2.1482, -0.7412, -0.4580], [-3.0231, -0.0715, 0.3019], [-4.3642, -0.3951, 0.3244], [-2.4077, 1.0435, 1.0489], [-3.1044, 1.9204, 1.8447], [-2.4314, 2.9935, 2.4273], [-3.2095, 3.9639, 3.2866], [-4.1372, 3.2630, 4.0889], [-1.0751, 3.1298, 2.1778], [-0.4289, 2.2016, 1.3800], [-1.0792, 1.1730, 0.8344], [-7.9132, -1.1258, 0.3340], [-6.6312, -1.8339, -1.5141], [-6.3602, -2.8414, -0.0874], [-4.2115, -2.9163, -1.9278], [-1.8369, -2.2448, -1.8461], [-5.0641, 0.1486, 0.9407], [-4.1607, 1.7886, 2.0326], [-3.7774, 4.6290, 2.6314], [-2.5284, 4.5885, 3.8661], [-3.8155, 3.2094, 4.9938], [-0.5034, 3.9416, 2.6076], [0.6343, 2.2636, 1.2065], [3.3712, 0.2415, 3.9373], [1.7767, 0.6364, 3.1949], [0.6584, 0.0909, 4.5012], [3.4100, -0.8061, 4.2344], [3.5810, 0.8728, 4.7981], [4.1330, 0.4177, 3.1785], [0.6347, 0.7858, 5.3385], [0.9497, -0.8954, 4.8613], [-0.3431, 0.0186, 4.0744]],
  "forces_ev_per_angstrom": [[0.3, 1.6, -0.8], [-0.1, -0.1, 0.0], [0.3, 0.1, 0.1], [0.1, -0.7, 0.2], [0.5, 0.0, 0.2], [-0.3, 1.1, -0.6], [-0.1, -0.1, 0.0], [0.0, -0.1, 0.0], [0.0, -0.8, 0.3], [-0.4, 0.6, -0.6], [0.5, -0.2, 0.5], [-0.3, 0.3, -0.3], [0.0, 0.0, 0.0], [0.0, 0.0, 0.0], [0.0, -0.1, 0.0], [0.1, 0.1, -0.1], [0.4, 0.0, 0.1], [-0.7, 0.0, 0.1], [0.3, 0.7, 0.0], [-0.4, -1.4, 1.3], [0.0, 0.0, 0.0], [0.0, 0.0, 0.0], [0.0, 0.0, -0.1], [-0.1, 0.0, 0.1], [0.0, 0.0, 0.0], [0.0, 0.0, 0.0], [0.0, 0.0, 0.0], [0.0, 0.0, -0.1], [0.0, 0.0, 0.0], [0.0, 0.0, 0.0], [0.0, 0.0, 0.0], [0.0, 0.0, 0.0], [0.0, -0.1, 0.0], [0.1, 0.1, 0.1], [0.0, -0.1, 0.0], [0.0, 0.0, 0.0], [0.1, 0.1, 0.0], [-0.5, -0.5, -0.2], [0.0, 0.2, 0.2], [-0.1, 0.0, 0.0], [-0.2, -0.2, -0.2], [0.1, 0.0, 0.1], [0.0, 0.1, 0.0], [0.0, -0.1, 0.0], [0.0, 0.1, 0.0], [0.0, 0.0, -0.1], [0.2, -0.1, 0.0], [0.2, -0.5, -0.3], [0.0, 0.0, 0.0], [0.0, 0.0, 0.0], [0.0, 0.0, 0.0], [0.0, 0.0, 0.0], [0.0, 0.0, 0.0], [0.0, 0.0, 0.0], [0.0, 0.0, 0.0], [0.0, 0.0, 0.0], [0.0, 0.0, 0.0], [0.0, 0.0, 0.0], [0.0, 0.0, 0.0], [0.0, 0.1, 0.0], [0.1, 0.0, 0.0], [0.0, -0.1, 0.1], [-0.1, 0.0, 0.0], [0.0, 0.0, 0.0], [0.0, 0.0, 0.0], [0.0, 0.0, 0.0], [0.1, 0.0, 0.0], [0.0, 0.0, 0.0], [0.0, 0.0, 0.0]],
  "lowdin_charge": [0.398, -0.003, -0.232, 0.155, -0.049, -0.131, -0.185, -0.048, -0.074, -0.020, 0.027, -0.299, -0.002, -0.033, -0.042, -0.122, -0.634, 1.380, -0.255, -0.044, 0.094, 0.089, 0.084, 0.127, 0.132, 0.131, 0.103, 0.115, 0.120, 0.126, 0.126, 0.112, -0.037, -0.189, -0.128, 0.036, -0.073, -0.044, -0.156, 0.092, -0.147, 0.087, -0.130, -0.183, -0.028, 0.043, -0.098, 0.080, 0.114, 0.144, 0.146, 0.140, 0.130, 0.129, 0.137, 0.144, 0.135, 0.107, 0.137, 0.081, -0.382, 0.737, -0.393, 0.043, 0.046, 0.031, 0.044, 0.043, 0.020]
}

Record 4
{
  "formula": "C4H8N2O2",
  "method": "wB97M-V/def2-TZVPD",
  "gap_ev": 9.6,
  "e_homo_ev": -8.9,
  "de_lowest_kj_mol": 409.09,
  "smiles": "C=C(CO)/N=C\\NO",
  "total_charge": 0,
  "energy_ha": -417.1001,
  "elements": ["C", "C", "C", "O", "N", "C", "N", "O", "H", "H", "H", "H", "H", "H", "H", "H"],
  "coordinates": [[-0.6646, -1.3071, 1.1168], [-0.6345, -0.7226, -0.0864], [-1.7516, 0.2041, -0.5661], [-1.5353, 1.5777, -0.3093], [0.4223, -0.8543, -1.0028], [1.5971, -0.3764, -0.8845], [2.0619, 0.4002, 0.1223], [1.1456, 1.3694, 0.6604], [-1.4911, -1.2430, 1.8294], [0.1750, -1.8784, 1.4987], [-2.7019, 0.0261, -0.0446], [-1.8738, 0.0069, -1.6591], [-0.5646, 1.7149, -0.2743], [2.3115, -0.7902, -1.6207], [2.8878, 0.9297, -0.1393], [0.6163, 0.9430, 1.3596]],
  "forces_ev_per_angstrom": [[0.2, -0.1, 0.4], [-0.3, 1.1, 0.5], [-0.7, -0.6, -0.4], [1.3, 0.2, 0.0], [0.2, -0.1, 0.0], [-1.7, -1.9, -1.0], [0.5, 1.6, 1.1], [0.4, -0.4, -0.5], [0.0, 0.2, -0.6], [0.1, -0.1, -0.3], [0.3, -0.6, -0.2], [-0.1, 0.2, 0.6], [-0.7, 0.1, -0.1], [0.1, 0.8, 0.5], [-0.1, -0.1, 0.3], [0.4, -0.4, -0.2]],
  "lowdin_charge": [0.042, -0.370, -0.226, -0.074, 0.098, -0.214, -0.002, -0.051, 0.068, 0.062, 0.119, 0.121, 0.060, 0.136, 0.133, 0.098]
}

Record 5
{
  "formula": "C7H9N",
  "method": "wB97M-V/def2-TZVPD",
  "gap_ev": 9.3,
  "e_homo_ev": -8.1,
  "de_lowest_kj_mol": 650.36,
  "smiles": "C1=C[C@@H]2NC[C@H]3[C@@H]1[C@H]32",
  "total_charge": 0,
  "energy_ha": -326.6433,
  "elements": ["C", "C", "C", "N", "C", "C", "C", "C", "H", "H", "H", "H", "H", "H", "H", "H", "H"],
  "coordinates": [[-2.0621, -0.0928, -0.2576], [-1.5238, -1.2350, 0.1150], [-0.0340, -0.8818, 0.2152], [1.3299, -1.1727, 0.3378], [1.8481, 0.0127, -0.3212], [0.7081, 1.1440, -0.0941], [-0.9753, 1.0968, -0.0594], [-0.1168, 0.5350, 0.9475], [-3.0417, 0.2382, -0.5778], [-2.0589, -2.1932, 0.0116], [-0.1191, -0.5995, -0.8510], [1.7580, -1.9953, -0.1076], [1.9043, -0.1929, -1.4112], [2.8613, 0.3675, 0.0494], [1.0876, 2.1563, -0.0564], [-1.4655, 2.0599, 0.0151], [-0.1000, 0.7526, 2.0445]],
  "forces_ev_per_angstrom": [[0.9, 3.1, -0.3], [-0.8, -2.4, 0.1], [-2.1, 1.2, 0.0], [2.5, -1.9, 1.4], [0.1, 1.7, -1.8], [1.0, -0.5, 0.3], [-2.0, -0.7, -0.6], [0.7, -0.3, 0.7], [-0.1, -0.7, 0.1], [0.6, 0.4, 0.4], [0.8, 0.1, 0.2], [-0.9, 0.3, 0.3], [0.4, 0.2, 0.3], [-1.3, -0.4, -0.2], [-0.1, 0.2, 0.2], [0.4, 0.3, 0.1], [-0.1, -0.7, -1.0]],
  "lowdin_charge": [-0.058, -0.043, -0.314, -0.044, -0.167, -0.099, -0.114, -0.228, 0.093, 0.105, 0.119, 0.127, 0.109, 0.128, 0.110, 0.110, 0.167]
}

Record 6
{
  "formula": "C6H12O",
  "method": "wB97M-V/def2-TZVPD",
  "gap_ev": 8.0,
  "e_homo_ev": -7.2,
  "de_lowest_kj_mol": 517.32,
  "total_charge": 0,
  "energy_ha": -310.8622,
  "elements": ["C", "C", "C", "O", "C", "C", "C", "H", "H", "H", "H", "H", "H", "H", "H", "H", "H", "H", "H"],
  "coordinates": [[-0.3054, -0.8907, -1.0563], [-1.4214, -0.2168, 0.1945], [-2.0296, 1.1114, -0.2204], [-0.6019, 0.0067, 1.3633], [0.4377, -0.1727, 0.5026], [1.3008, -1.3387, 0.9393], [1.2132, 1.0617, 0.1194], [-0.9774, -0.4958, -1.8248], [-0.4161, -1.9694, -0.9739], [0.6901, -0.6993, -1.5133], [-1.3457, 1.9606, -0.3445], [-2.7201, 1.3757, 0.5920], [-2.6301, 1.0040, -1.1300], [2.0691, -1.5873, 0.2006], [1.7861, -1.0442, 1.8780], [0.6762, -2.2127, 1.1400], [1.7042, 1.4277, 1.0257], [0.5836, 1.8622, -0.2736], [1.9866, 0.8177, -0.6186]],
  "forces_ev_per_angstrom": [[0.1, -0.2, -0.3], [-0.4, 0.2, 0.1], [0.1, 0.0, -0.1], [-0.1, 0.0, 0.1], [0.4, 0.1, 0.2], [0.0, 0.0, 0.0], [0.0, 0.0, 0.0], [0.0, -0.1, 0.1], [-0.1, 0.2, 0.0], [-0.1, 0.1, 0.1], [-0.1, 0.0, 0.0], [0.2, -0.1, -0.1], [0.1, -0.1, 0.1], [-0.1, 0.1, 0.1], [-0.1, 0.0, -0.1], [0.1, 0.1, 0.0], [0.0, 0.0, -0.1], [0.1, -0.1, 0.1], [-0.1, 0.0, 0.1]],
  "lowdin_charge": [-0.081, -0.167, -0.101, -0.079, -0.560, -0.020, -0.017, 0.088, 0.082, 0.082, 0.060, 0.086, 0.074, 0.092, 0.099, 0.098, 0.099, 0.073, 0.091]
}